An isolated molecule of ClH3N2OS at a distorted geometry, computed with wB97M-V/def2-TZVPD.

The geometry in XYZ format:
```
8
Properties=species:S:1:pos:R:3:forces:R:3
N -1.2071 -0.6268 0.9814 1.77 6.18 -0.62
S -0.0093 -0.3917 0.0914 0.59 0.34 -0.70
N 0.6976 1.1543 0.1272 -2.79 -2.02 2.20
O 1.0942 -1.2871 0.0541 0.47 -0.34 0.02
Cl -0.7665 -0.4841 -1.8671 0.14 0.25 -0.09
H -1.2919 -1.5555 1.0338 -0.70 -4.77 0.51
H 1.4511 1.3128 -0.4680 1.49 -0.54 -1.36
H 0.0319 1.8781 0.0472 -0.97 0.90 0.05
```
Positions in Å, forces in eV/Å.

Results
total charge	0
HOMO-LUMO gap	10.71	eV
SMILES	N=[S@@](N)(=O)Cl
energy relative to the best compared isomer or geometry (same formula, charge and spin)	43.91	kJ/mol